DFT (ωB97M-V/def2-TZVPD) results for one molecule with the formula C8H10N4O3.

```
25
Properties=species:S:1:pos:R:3:forces:R:3:lowdin_charge:R:1
C -1.92093 1.27885 1.22863 0.71 -0.35 -0.21 -0.219
C 1.25807 -0.44761 -0.05867 0.01 -0.93 -0.77 -0.482
C -0.98135 0.36680 -1.67571 -0.83 -0.20 -1.33 -0.555
C 0.17471 1.14449 2.58948 -1.01 -0.46 2.44 -0.141
C -0.73284 0.59854 1.46726 4.69 -0.78 -1.05 -0.158
C 0.40006 0.78449 0.22113 -0.85 0.89 -0.88 -0.246
C -1.41391 0.74813 -3.06013 -1.91 -2.80 -0.50 0.023
C 2.41517 -2.14543 1.06563 0.38 -1.04 -1.11 -0.027
N -2.79120 1.85924 0.80668 -2.38 1.52 -0.67 0.203
N 1.30569 1.81572 2.00882 -0.05 0.41 0.73 0.041
N 1.40828 1.72397 0.79429 -1.01 0.16 -1.88 0.097
N -0.14354 1.23368 -1.05040 0.56 1.54 0.70 0.130
O 1.80671 -0.73390 -1.08991 -0.30 0.71 0.10 0.141
O -1.37604 -0.62673 -1.14414 -0.12 -1.93 1.11 0.105
O 1.38690 -1.16102 1.04059 -0.31 -0.04 1.29 -0.057
H -0.40862 1.75821 3.31129 0.55 -0.13 -0.52 0.129
H 0.62587 0.32702 3.15626 -0.45 -0.18 0.10 0.113
H -0.81248 -0.47657 1.43809 -0.57 -0.24 0.60 0.139
H -0.97790 1.63503 -3.20433 1.66 3.49 -1.47 0.018
H -1.18703 0.02082 -3.91046 0.08 0.80 1.56 0.126
H -2.50741 0.90761 -3.10637 0.44 -0.23 0.30 0.102
H 2.36884 -2.76109 0.05303 0.41 1.19 2.39 0.144
H 2.24490 -2.73659 1.98465 -0.16 0.03 -0.80 0.095
H 3.37133 -1.61214 1.24117 -0.32 -0.45 -0.64 0.104
H -0.36866 2.23088 -1.22505 0.77 -0.94 0.51 0.174
```
Positions in Å, forces in eV/Å.

## Properties
- expectation value of S² = 2.01
- spin multiplicity = 3
- HOMO energy (alpha / beta) (hartree) = -0.268 / -0.375
- orbital gap (alpha / beta) (eV) = 7.96 / 7.52

=====

DFT (ωB97M-V/def2-TZVPD) results for a 2-piece molecular cluster, C3H11NOS overall.

```
17
Properties=species:S:1:pos:R:3:forces:R:3:lowdin_charge:R:1
C -2.56914 -1.12668 0.39187 -0.32 1.33 -0.99 -0.106
N -1.10330 -1.05994 -0.00452 -0.66 1.29 2.21 -0.155
C -0.42687 0.20107 0.60613 -0.01 -0.38 -2.65 -0.268
C 1.06347 0.10316 0.25998 -0.37 -1.15 1.06 -0.621
S 2.02515 1.44142 0.97330 0.45 1.04 -1.19 0.691
H -2.72009 -1.23908 1.50279 0.17 0.45 -1.05 0.078
H -3.18851 -1.94609 -0.10688 1.33 0.98 0.38 0.089
H -2.94223 -0.10744 -0.03088 0.07 -1.83 1.16 0.107
H -0.63480 -1.79487 0.48162 0.33 -0.98 0.13 0.086
H -0.72696 1.02996 -0.07772 -0.44 -0.31 1.01 0.121
H -0.56338 0.45866 1.64985 -0.58 -0.39 0.22 0.097
H 1.51361 -0.87840 0.52647 -0.23 0.63 0.19 0.082
H 1.05650 0.13072 -0.78842 0.58 0.17 -1.50 0.035
H 2.18363 2.22628 -0.18870 -0.26 -0.93 1.31 -0.096
H 0.16678 -0.87301 -2.88782 -1.14 0.01 0.08 0.019
H -0.84173 -1.03343 -1.64533 -0.08 0.50 -2.29 0.017
O -0.79835 -0.83522 -2.69049 1.20 -0.44 1.93 -0.175
```
Positions in Å, forces in eV/Å.

## Properties
- spin multiplicity = 1
- HOMO energy (hartree) = -0.346
- orbital gap (eV) = 10.16
- SMILES = CNCCS.O

=====

DFT (ωB97M-V/def2-TZVPD) results for one molecule with the formula C5H6O2S.

```
14
Properties=species:S:1:pos:R:3:forces:R:3:lowdin_charge:R:1
C -1.51965 -1.25144 0.00540 0.41 1.37 0.17 -0.147
C -0.30925 -0.27101 -0.10123 -1.80 -1.94 2.18 -0.244
C -0.16877 1.01449 -0.02060 1.63 2.74 -0.88 0.010
C 1.40648 1.24178 0.13283 1.06 1.63 -0.19 -0.094
C 1.86640 -0.19713 0.02112 7.81 4.64 -0.69 -0.979
H -2.78799 0.24547 -0.61990 -0.06 -3.05 3.03 0.172
H -1.49859 -1.86232 0.99022 0.51 0.66 -2.09 0.165
H -1.37230 -1.77654 -0.98164 -1.03 -0.45 1.22 0.135
H -0.95446 1.73389 -0.30833 0.73 -0.25 0.80 0.119
H 1.81747 1.32967 1.23862 -1.32 0.86 -1.85 0.157
H 1.98681 2.07145 -0.58669 -1.73 -2.43 2.08 0.181
O -2.77039 -0.51544 0.16456 1.25 2.26 -3.71 -0.128
O 0.91069 -0.90663 0.06919 -7.10 -6.81 -0.07 0.009
S 3.39357 -0.85623 -0.00354 -0.37 0.78 -0.01 0.643
```
Positions in Å, forces in eV/Å.

## Properties
- spin multiplicity = 1
- HOMO energy (hartree) = -0.308
- orbital gap (eV) = 8.73
- SMILES = OCC1=CCC(=S)O1